Record 1
152
Properties=species:S:1:pos:R:3:forces:R:3:lowdin_charge:R:1 method="wB97M-V/def2-TZVPD" gap_ev=8.712 charge=+1 largest_force_ha_per_bohr=0.0292 mol_weight_da=1181.3 relative_energy_ev=0.837
H 2.1562 -1.2801 -2.0559 0.28 -0.19 0.38 0.058
H 0.9261 1.5109 -4.8498 0.05 0.29 -0.22 0.109
C -0.5356 7.2013 1.6317 -0.48 -0.33 -0.21 -0.258
C -6.0025 6.2033 2.9285 -0.03 -0.28 -0.14 -0.064
S 5.2421 3.7992 -5.5602 0.59 -0.27 -0.10 0.568
H 0.2768 5.3958 -9.2613 -0.01 -0.02 -0.01 0.080
C -3.2545 1.6210 -3.2615 -0.80 0.17 -0.50 -0.364
H 3.9493 -11.0946 1.4967 0.02 -0.07 -0.01 0.085
H 1.7601 -6.9775 7.4808 0.03 -0.02 -0.02 0.072
H 4.1472 1.2514 -5.5877 0.08 0.13 0.07 0.100
C 3.3705 -11.3036 2.3960 -0.02 0.25 0.01 -0.071
N -2.4842 1.9940 -2.3102 0.72 0.24 0.34 0.178
C 3.4842 -5.3263 2.0018 -0.44 -0.37 0.47 -0.234
O -2.4884 0.2192 3.9983 0.19 0.11 -0.01 -0.292
H -0.5909 6.2948 -7.9756 -0.02 -0.01 0.01 0.079
H 7.4092 4.4908 -6.1287 -0.02 0.00 -0.02 0.078
C -4.8067 1.0648 4.8580 -0.03 -0.03 -0.05 -0.117
H -1.9985 1.0529 -4.7089 0.14 -0.16 0.05 0.104
H -2.1543 -2.1726 4.9133 -0.05 0.17 -0.05 0.110
H -2.0694 6.9615 0.1408 0.06 -0.08 0.03 0.056
O -0.3342 10.3777 1.8618 -0.15 0.09 0.06 -0.270
H 2.0131 -8.6783 7.8751 -0.03 -0.06 -0.06 0.080
C -5.4543 1.3963 -2.3710 0.06 -0.50 -0.17 -0.036
H -4.4244 3.8282 -7.3391 -0.05 -0.01 -0.05 0.087
H 2.4036 -0.0086 -3.9259 0.56 0.06 -0.24 0.098
C 4.2877 -11.4875 3.5890 -0.43 -0.45 -0.15 -0.246
C 1.4337 -0.4809 -2.1088 0.58 0.50 -0.30 -0.081
H 1.7109 10.8135 3.7947 -0.06 0.01 0.00 0.079
H 0.9367 5.4510 -7.6014 0.01 -0.06 0.02 0.079
H 1.5725 -6.2791 2.1400 0.09 -0.03 0.07 0.053
O -0.6082 -7.4864 6.0819 -0.13 0.16 -0.03 -0.256
H 1.3451 -0.0119 -1.1388 -0.15 -0.10 0.40 0.078
H -4.7082 2.1694 -7.9011 -0.01 0.02 -0.07 0.085
C -1.9877 -2.0381 7.0693 0.00 0.22 0.02 -0.055
H -4.9601 1.2625 -1.4107 0.02 0.24 0.35 0.101
C -1.8911 -5.6473 4.9368 -0.04 -0.03 -0.03 -0.118
O 4.5675 3.4880 -4.3338 -0.26 0.01 -0.11 -0.287
H 2.6850 -10.4705 2.5464 -0.01 -0.01 0.02 0.069
C -1.1003 1.5253 -2.1091 -0.01 0.80 -0.12 -0.114
C -0.0745 2.1855 -3.0518 -0.19 -0.98 0.06 -0.135
H -3.6768 3.4596 -9.7181 0.13 0.18 -0.03 0.125
O 4.6149 4.6235 -6.5451 -0.27 0.09 0.11 -0.277
H 6.7372 -8.8414 5.4232 -0.01 -0.01 0.00 0.077
H 6.7640 -8.2263 3.7396 -0.02 -0.01 -0.02 0.077
H 1.1762 -8.4061 5.5159 -0.08 0.10 -0.05 0.103
H -3.3843 -3.0622 5.8000 -0.22 0.14 -0.04 0.112
H -1.0987 0.4614 -2.2468 -0.12 -0.47 -0.01 0.099
H -4.5286 3.1117 -3.1398 -0.17 -0.02 0.25 0.142
C 3.8551 1.7487 -7.6791 -0.05 0.21 0.06 -0.068
H 3.7212 -11.6298 4.5105 0.06 0.14 0.05 0.115
H -1.8407 -4.6445 4.5181 0.07 -0.01 -0.02 0.060
H -4.0113 6.8363 3.4282 0.17 -0.18 0.01 0.128
H 2.3261 -6.3925 0.5366 0.02 -0.05 0.03 0.087
O 3.0392 -3.2415 -0.3844 -0.12 0.24 -0.08 -0.291
H 1.5840 -4.8846 1.0582 0.02 0.01 0.03 0.070
H 0.5014 -0.9514 -2.3881 -0.35 -0.17 0.02 0.061
H -1.3359 -1.1660 7.0536 0.01 -0.02 -0.03 0.077
H -2.8726 2.2472 0.7106 -0.08 -0.05 0.04 0.055
O -5.7733 -1.1369 -2.0359 1.21 0.34 0.12 0.163
O 4.0362 -2.4272 1.7332 -0.19 0.20 0.00 -0.274
H 3.3449 -4.6265 2.8265 0.06 0.13 -0.10 0.119
H -1.8806 8.6221 0.7067 0.01 0.00 0.02 0.075
H 2.1667 9.0941 3.9627 -0.01 -0.01 0.00 0.076
O -0.1570 2.8287 -8.2877 -0.07 -0.29 0.27 -0.278
O 0.1802 -5.1777 6.4405 0.12 0.21 -0.06 -0.272
H 7.3265 3.7900 -4.4809 -0.01 -0.02 0.00 0.076
H 0.0857 -9.3484 6.5243 -0.27 0.10 -0.10 0.124
C 1.2588 -7.9333 7.6249 -0.05 0.25 0.02 -0.069
H -6.4208 7.1904 3.1205 0.07 0.04 0.03 0.088
O 5.2120 -10.3907 3.7506 0.06 0.19 0.07 -0.257
O -3.7347 4.9652 0.0609 -0.22 -0.16 -0.32 -0.297
H 4.4621 1.9830 -8.5528 0.02 -0.07 -0.02 0.088
H 5.5772 -1.9947 -0.7162 -0.04 0.02 0.03 0.074
C -2.7986 -2.1448 5.7939 0.44 -0.40 0.21 -0.255
H -2.9864 2.5155 2.4650 0.02 -0.07 -0.02 0.060
O 4.0005 -9.3206 5.6044 -0.29 0.06 -0.04 -0.273
C 0.6283 1.1051 -3.8901 0.61 0.81 -0.10 -0.221
H -2.5204 2.2592 -9.1664 0.14 0.08 0.04 0.116
O -3.8723 5.0274 2.5192 0.10 -0.12 -0.22 -0.259
H -4.6371 2.1102 4.6065 0.04 0.01 0.02 0.068
H 5.7531 -3.7423 -1.0298 -0.02 -0.01 0.00 0.075
H -0.5301 2.9669 -3.6480 -0.17 0.12 -0.21 0.108
H 4.9097 -12.3689 3.4499 0.19 0.12 0.04 0.123
O 3.9686 -8.3043 3.3388 -0.22 0.04 0.09 -0.279
H 3.9992 -6.1987 2.3975 0.15 0.10 -0.18 0.091
C -3.0641 3.1581 -8.8720 -0.41 -0.44 -0.02 -0.242
O -0.6192 9.0380 3.9299 -0.21 0.05 0.01 -0.274
H -2.2359 -6.3557 4.1891 0.00 -0.01 0.00 0.077
H 0.6790 2.6430 -2.4307 0.22 0.42 0.10 0.113
O 5.7225 2.4428 -6.2470 0.09 0.13 0.18 -0.261
S -0.8489 3.9724 -7.7777 0.00 0.66 -0.43 0.561
H -5.2507 0.5378 4.0180 0.00 -0.01 0.01 0.077
C 4.7385 1.4189 -6.4905 -0.53 -0.29 -0.27 -0.248
H -1.1729 7.0284 2.5018 0.07 0.10 0.06 0.107
H 2.4564 1.3396 -2.7617 0.38 0.20 -0.02 0.108
O 0.5479 -6.3244 4.2685 0.15 0.24 0.00 -0.274
S 4.6523 -9.0348 4.3621 0.57 -0.19 -0.06 0.573
O 4.3865 -4.7497 1.0214 0.09 0.22 -0.16 -0.259
H 6.7024 5.4353 -4.7908 -0.06 0.00 0.00 0.079
N -4.5453 2.1125 -3.3233 -0.25 0.42 0.23 0.059
H 0.5728 -7.8214 8.4648 0.00 -0.07 0.01 0.085
H 5.9986 -7.2623 5.0316 -0.06 0.00 0.01 0.079
H -0.0665 6.2507 1.3811 0.21 0.08 0.06 0.119
O -1.2116 4.0383 -6.3897 0.03 -0.36 0.18 -0.304
B -5.8423 -0.0600 -2.8936 -0.72 -0.24 -0.27 -0.630
S 0.1587 9.4086 2.7882 0.39 -0.16 -0.09 0.572
H -1.3664 -2.9255 7.1909 -0.01 -0.06 -0.06 0.071
S -0.2576 -6.0856 5.4276 -0.38 -0.45 0.06 0.570
H 2.7805 -12.2060 2.2366 0.06 -0.05 0.03 0.083
H -6.1622 5.5745 3.8040 0.02 0.07 0.06 0.087
H -2.5327 -5.6589 5.8138 0.01 -0.02 0.03 0.077
H -2.6445 -1.9425 7.9334 -0.03 -0.06 0.00 0.090
H -2.7520 -0.2138 -3.9113 0.22 -0.04 -0.13 0.123
H -5.4325 0.9899 5.7426 0.01 0.01 0.02 0.079
C -2.8186 2.9928 1.5027 0.09 0.06 0.04 -0.105
C 6.2051 -8.2673 4.6703 0.05 -0.02 0.01 -0.113
H -5.1327 -1.7879 -2.3627 -0.74 -0.34 0.20 0.115
C -1.3402 7.7111 0.4519 -0.06 0.22 0.01 -0.066
O -6.2451 -0.2522 -4.1932 1.13 0.23 -0.23 0.167
H -6.5497 5.7576 2.0987 0.00 0.03 -0.01 0.073
C -3.9416 2.9057 -7.6611 0.18 0.09 0.17 -0.071
H 6.4398 -3.0236 0.4617 -0.01 -0.01 0.02 0.075
H -5.5673 -0.7622 -4.6677 -0.75 -0.04 -0.23 0.114
H -6.3309 2.0074 -2.2078 -0.24 0.20 -0.08 0.129
C 6.8415 4.4390 -5.2040 0.05 -0.01 0.01 -0.117
O -2.6737 1.0188 6.3460 0.27 0.10 -0.10 -0.262
O -5.3574 3.5150 1.2749 -0.12 0.00 -0.41 -0.271
H -4.3493 6.8918 1.7063 0.07 -0.15 -0.07 0.113
H -0.8493 1.7205 -1.0804 -0.10 0.07 0.42 0.124
H -0.0146 0.2591 -4.1091 -0.37 -0.12 -0.10 0.091
C 1.7854 9.8545 3.2874 0.05 -0.05 0.01 -0.118
H -0.6893 7.9457 -0.3903 0.03 -0.06 0.00 0.087
S -3.2359 0.3520 5.2169 -0.65 -0.18 0.12 0.565
C 2.1613 -5.7446 1.3984 -0.03 0.13 -0.26 -0.066
N -2.8455 0.7389 -4.2458 -0.03 -0.52 -0.12 0.192
H -1.8570 3.4995 1.4841 0.00 0.01 0.04 0.079
O -2.1351 4.2442 -8.6691 0.11 0.02 0.13 -0.257
H -2.8855 2.6631 -1.6624 0.13 0.15 0.16 0.157
O -3.7662 -1.0790 5.6546 -0.01 0.12 -0.14 -0.258
C 1.8570 0.5453 -3.1780 -1.08 -1.03 -0.12 -0.232
O 0.5439 8.0796 1.9911 0.14 0.09 0.06 -0.260
H -3.3595 2.5277 -6.8209 -0.01 -0.03 -0.02 0.048
C -4.5244 6.3212 2.6194 -0.39 0.62 0.11 -0.234
H 3.2078 0.9031 -7.9127 0.05 -0.05 0.02 0.083
H 2.4093 9.9442 2.4025 -0.02 0.01 -0.02 0.077
C 5.6323 -2.9820 -0.2631 0.03 -0.02 -0.03 -0.122
H 3.2239 2.6132 -7.4776 -0.02 -0.03 0.01 0.063
H 5.2963 0.5066 -6.6912 0.25 0.13 0.09 0.123
S -4.0917 4.1755 1.2074 0.45 -0.09 0.86 0.542
C 0.0308 5.4335 -8.2043 0.00 0.04 0.02 -0.110
C 0.5098 -8.3574 6.3780 0.64 -0.40 0.25 -0.242
S 4.1065 -3.2580 0.5712 0.37 -0.49 0.08 0.559

***

Record 2
15
Properties=species:S:1:pos:R:3:forces:R:3:nbo_charge:R:1 method="wB97M-V/def2-TZVPD" gap_ev=9.295 largest_force_ha_per_bohr=0.0089 mol_weight_da=100.1 relative_energy_ev=5.227
H -0.1309 -0.9436 2.2835 0.03 0.08 -0.15 0.198
C -0.0859 0.9683 1.0816 0.03 0.18 -0.02 -0.480
O 1.2129 -1.0948 0.6303 0.28 0.11 0.03 -0.752
C 0.1671 -0.4994 1.3355 -0.16 -0.13 0.17 0.096
H -0.7242 1.4564 1.8136 0.09 -0.10 -0.08 0.232
H 1.3655 -0.3481 -2.5166 -0.07 0.03 0.14 0.237
H -0.2788 -1.6684 -1.1664 0.05 0.11 0.06 0.236
C -0.0236 -0.6465 -0.8982 0.03 0.23 -0.28 0.164
H 0.6872 1.6004 0.6517 -0.10 -0.12 0.05 0.218
O -2.1768 -0.2390 0.2708 -0.12 0.16 -0.10 -0.678
H 1.5227 -0.3256 -0.4997 -0.09 -0.24 0.38 0.458
H 0.9023 1.1702 -1.5658 0.02 -0.16 0.04 0.237
C -0.7999 -0.0875 0.2798 0.32 -0.06 -0.04 0.114
H -2.5669 0.5732 -0.0793 0.00 -0.14 0.07 0.475
C 0.9293 0.0845 -1.6208 -0.32 0.05 -0.26 -0.755

***

Record 3
23
Properties=species:S:1:pos:R:3:forces:R:3:nbo_charge:R:1 method="wB97M-V/def2-TZVPD" smiles="CCC(=[NH2+])NCONC" gap_ev=10.729 charge=+1 largest_force_ha_per_bohr=0.1085 mol_weight_da=132.2 relative_energy_ev=3.685
C -0.4485 1.9393 -0.5474 0.27 0.32 2.33 -0.473
H 0.0977 0.9794 1.8342 0.93 -1.28 -0.53 0.443
H -1.4394 1.8362 -0.1382 -0.44 -0.27 0.55 0.258
H 2.4475 -0.6363 0.7663 0.60 0.76 -0.06 0.201
N 0.8238 0.0840 -1.1081 3.18 -3.43 -3.04 -0.740
N -0.3982 -1.8185 1.6813 -0.74 -1.27 0.39 -0.345
H -0.4508 -2.8834 -0.0450 -0.25 -0.72 -1.01 0.212
H 1.3754 -0.8609 -1.0135 -1.45 2.58 -0.38 0.441
C 0.3817 0.7199 -0.0981 -1.78 1.62 -0.01 0.569
C -1.1952 -2.3106 0.4659 -0.18 2.20 1.36 -0.444
H 0.1826 2.4282 -2.5857 1.79 0.35 -0.82 0.223
C 1.6512 -0.5912 1.4891 -1.84 1.02 2.19 0.099
H 2.0000 -0.2930 2.5476 -0.39 -0.75 -1.53 0.203
H -0.5991 -2.6143 2.3420 1.49 1.06 -0.44 0.371
N 0.5671 0.3408 1.1499 0.28 3.37 -0.27 -0.544
H -1.1887 1.3366 -2.5183 0.92 -0.06 0.62 0.236
H -1.4033 2.9048 -2.3191 0.37 0.52 1.09 0.277
H 0.8143 0.5900 -2.0383 -0.04 -1.36 1.54 0.450
H -1.5402 -1.3692 -0.1060 0.45 -1.74 0.61 0.184
C -0.6434 2.1731 -2.0065 -2.50 -0.88 -1.31 -0.670
H -0.0034 2.7556 0.0519 -0.21 0.16 -0.71 0.249
H -2.0937 -2.8955 0.8654 1.39 0.78 -0.78 0.234
O 1.0624 -1.8150 1.3305 -1.87 -2.97 0.23 -0.433

***

Record 4
12
Properties=species:S:1:pos:R:3:forces:R:3:nbo_charge:R:1 method="wB97M-V/def2-TZVPD" smiles=c1c[nH]cn1.O gap_ev=9.240 largest_force_ha_per_bohr=0.0471 mol_weight_da=86.1 relative_energy_ev=1.569
C -1.6774 -0.0075 -0.4800 0.92 -1.91 -0.26 -0.114
H 1.2939 -1.0308 0.2331 0.07 -0.28 0.42 0.193
C -1.7033 -1.3776 -0.7464 -1.19 1.46 1.52 -0.100
O 2.9344 2.8876 1.1856 -0.44 -0.46 -0.54 -0.917
C 0.2260 -1.0096 0.1043 0.06 -0.11 -2.37 0.153
H 2.0180 2.7486 0.9114 -0.06 0.40 0.41 0.455
H -2.6693 -1.8671 -0.6949 0.36 -0.62 -1.01 0.207
N -0.4049 0.1827 -0.0071 -0.64 1.23 0.16 -0.519
H -2.4355 0.7521 -0.4978 0.04 0.10 -0.12 0.220
N -0.5112 -1.9712 -0.4278 -0.01 0.06 1.11 -0.445
H 3.3626 2.2873 0.5647 0.53 0.09 0.15 0.464
H 0.0153 1.0913 -0.0457 0.36 0.05 0.53 0.403